The following is a DFT calculation (the ωB97M-V functional and the def2-TZVPD basis) of an isolated ion of composition CH4ClN2O and charge +1.

Output
Total charge: +1
ΔE to the lowest compared entry with this formula, charge and spin, kcal/mol: 64.4
Lowest unoccupied orbital energy, eV: -6.4
2S+1: 1
SMILES: NC(=[NH2+])OCl

Structure (XYZ):
```
9
CH4ClN2O | the OMol25 dataset | the ωB97M-V functional and the def2-TZVPD basis
C -0.25243 0.53182 0.67643
N 0.95229 -0.79206 0.53881
N -1.12611 0.64068 -0.26867
O -0.29524 1.28415 1.71832
Cl 0.88015 1.14020 3.02578
H 0.66982 -1.32628 -0.28202
H 1.99573 -0.61344 0.57965
H -1.10383 -0.24453 -0.73022
H -2.01226 1.05264 -0.22363
```